# 1
{
  "formula": "C35H45HgN5O4S",
  "method": "the ωB97M-V functional and the def2-TZVPD basis",
  "total_energy_ev": -67671.4075,
  "total_charge": -1,
  "spin_multiplicity": 2,
  "elements": ["Hg", "C", "C", "C", "C", "C", "C", "C", "C", "C", "C", "H", "H", "H", "H", "H", "H", "H", "H", "H", "H", "H", "H", "H", "H", "O", "N", "N", "O", "C", "C", "C", "C", "C", "C", "H", "H", "H", "H", "H", "O", "C", "O", "C", "C", "C", "C", "C", "C", "C", "C", "C", "N", "H", "H", "H", "H", "H", "H", "C", "C", "C", "C", "N", "C", "S", "N", "C", "C", "C", "C", "H", "H", "H", "H", "H", "H", "H", "H", "H", "H", "H", "H", "H", "H", "H", "H", "H", "H", "H", "H"],
  "positions_angstrom": [[0.3131, -1.0883, -0.6089], [1.0435, -3.0052, 6.8901], [1.7880, -2.2879, 5.7730], [1.4236, -2.8977, 4.3389], [1.5509, -0.8015, 5.8090], [0.5172, -0.2927, 6.5699], [0.2182, 1.0631, 6.4910], [1.1308, 1.9696, 5.9095], [0.8859, 3.4413, 6.0688], [2.2099, 1.4772, 5.1701], [2.3630, 0.0955, 5.0567], [1.1622, -4.0747, 6.8863], [-0.0161, -2.8502, 6.7379], [1.3534, -2.6398, 7.8915], [2.8490, -2.3651, 5.9007], [0.3124, -2.8075, 4.1483], [1.5353, -3.9800, 4.5912], [2.1280, -2.4902, 3.6118], [-0.0551, -0.9491, 7.2079], [-0.6805, 1.4475, 6.9830], [-0.0805, 3.7644, 5.5970], [1.7295, 4.0262, 5.6411], [0.6994, 3.6255, 7.1374], [2.8930, 2.1365, 4.6804], [3.2545, -0.2926, 4.5254], [-0.2621, 1.6381, -0.4993], [0.3961, 2.5845, -0.9418], [1.4552, 2.2366, -1.7107], [1.8882, 1.0184, -1.9963], [2.0655, 3.3560, -2.3088], [1.5243, 4.6116, -2.1463], [2.2896, 5.6551, -2.6272], [3.5234, 5.4768, -3.2532], [4.0366, 4.2291, -3.3834], [3.2885, 3.1209, -2.9345], [0.6431, 4.8945, -1.5753], [1.8613, 6.6210, -2.6347], [4.1335, 6.2931, -3.5041], [5.0475, 4.0379, -3.7504], [3.5986, 2.1213, -3.0099], [3.3202, -0.9553, 1.7835], [2.6515, -1.4819, 0.9055], [1.3726, -1.8178, 1.0367], [3.4009, -1.8563, -0.3220], [4.8126, -1.7635, -0.2569], [5.5281, -1.7866, -1.3988], [4.9332, -2.1202, -2.6024], [5.6255, -2.2683, -3.8224], [5.0495, -2.8277, -4.9273], [3.6478, -3.0697, -4.8945], [2.8914, -2.8348, -3.7877], [3.4944, -2.3219, -2.5819], [2.7496, -2.1049, -1.4829], [5.2415, -1.4072, 0.6326], [6.5531, -1.5182, -1.3978], [6.6574, -1.9170, -3.9091], [5.6642, -2.7869, -5.8855], [3.1875, -3.4597, -5.7808], [1.8771, -3.3174, -3.6456], [-5.2754, 1.6730, -4.1048], [-5.5088, 2.7408, -3.0684], [-4.2146, 3.0574, -2.2417], [-3.7332, 1.8477, -1.5160], [-2.8226, 0.9213, -2.2548], [-2.5101, -0.3363, -1.8258], [-1.2225, -1.1901, -2.5803], [-3.2675, -0.9500, -0.8833], [-3.2306, -2.3009, -0.5973], [-4.5350, -2.9023, -0.1771], [-5.5886, -3.3166, -1.2398], [-6.4440, -2.1506, -1.8687], [-6.1808, 1.0510, -4.3370], [-4.4333, 1.0075, -3.8201], [-5.0055, 2.0217, -5.1333], [-6.2942, 2.2651, -2.3938], [-5.9153, 3.6609, -3.5616], [-4.4998, 3.6107, -1.3977], [-3.4753, 3.6376, -2.8224], [-4.5881, 1.1963, -1.1817], [-3.3549, 2.1451, -0.5055], [-2.3762, 1.1901, -3.1283], [-4.0101, -0.4177, -0.4176], [-2.4573, -2.5097, 0.1593], [-2.8339, -2.8407, -1.4423], [-5.0601, -2.0922, 0.4812], [-4.3523, -3.8448, 0.3822], [-6.3276, -3.9717, -0.7309], [-5.1421, -3.9962, -1.9823], [-7.3623, -1.9780, -1.3136], [-6.8114, -2.4589, -2.8863], [-5.8421, -1.2733, -2.0049]],
  "forces_ev_per_a": [[-0.52, 0.72, -0.99], [0.32, 0.33, 0.30], [-0.64, 0.18, -1.16], [-0.60, -0.67, 2.73], [0.49, 0.61, -0.63], [-0.28, 0.75, -0.54], [0.77, 0.60, 0.44], [-0.89, -0.47, -0.36], [-0.73, 0.39, -0.22], [-0.97, -1.14, 0.57], [0.57, -0.60, 0.79], [0.42, -0.52, -0.18], [-0.38, 0.08, 0.23], [-0.33, -0.11, -0.51], [0.79, -0.62, 0.06], [1.37, 0.50, -0.22], [0.36, 0.45, -1.04], [-0.63, -0.29, -0.33], [-0.27, 0.17, -0.16], [0.36, -0.01, 0.02], [0.91, -0.29, 0.01], [-0.67, -0.18, 0.53], [0.53, 0.37, -0.24], [0.31, 0.35, -0.22], [-0.87, 0.14, 0.07], [-0.17, -0.34, 0.37], [1.32, -0.95, -1.27], [-1.38, -0.19, 0.58], [-0.72, 0.69, 0.62], [0.38, -1.52, 0.71], [0.63, 1.74, -0.07], [0.05, -0.31, -0.81], [-0.60, 0.14, 0.73], [0.14, -2.34, 0.27], [-0.31, 2.12, -0.24], [0.07, -0.71, -0.36], [-0.24, 1.09, 0.37], [0.46, 1.20, -0.50], [-0.31, 0.23, -0.13], [0.48, -1.07, -0.04], [-0.07, 0.18, 0.37], [-1.83, -0.82, 1.72], [2.93, 0.13, 0.63], [-0.13, -0.17, -2.64], [-1.15, 0.57, -0.52], [0.19, -0.04, -0.09], [-2.09, -0.17, -0.60], [0.74, -0.20, -0.37], [0.34, 1.67, -0.93], [0.39, -0.30, -0.30], [-0.75, -1.00, 1.42], [1.26, -0.36, -0.83], [0.85, -0.24, 1.82], [0.41, 0.03, 1.14], [1.00, 0.07, 0.09], [-0.15, -0.28, 0.33], [-1.13, -0.53, 1.27], [-0.26, -0.31, -0.25], [0.97, 1.25, -0.56], [0.27, -1.25, -2.10], [-0.42, 0.12, 0.40], [-1.33, -0.56, -1.30], [0.93, -2.47, 1.01], [-0.46, 0.60, 0.94], [0.27, -0.78, -1.77], [-1.32, 0.71, -0.21], [-0.98, 3.35, -0.07], [1.47, -2.75, 0.63], [-2.14, 0.64, 0.95], [-0.86, 0.18, 0.13], [0.25, -1.89, -1.13], [0.69, 0.41, 0.59], [-0.87, 0.14, -0.10], [0.03, 0.27, 0.84], [0.90, 1.16, -0.39], [0.16, -0.67, 0.68], [-0.57, 1.70, 0.78], [-0.11, -0.55, 0.31], [0.04, 0.76, -0.72], [0.70, -0.20, -0.96], [0.10, 0.17, 0.78], [0.69, -0.28, -0.40], [-0.34, 0.03, 0.17], [0.01, -0.14, -0.63], [0.73, -1.65, -0.49], [0.07, 0.89, 0.12], [0.44, 0.28, -0.07], [0.07, 0.57, -0.07], [0.22, 0.32, 0.39], [0.46, 0.27, 0.79], [0.10, 0.63, 0.02]]
}

# 2
{
  "formula": "C35H45NOPRh",
  "method": "the ωB97M-V functional and the def2-TZVPD basis",
  "relative_energy_kj_mol": 206.1,
  "spin_multiplicity": 5,
  "elements": ["Rh", "C", "C", "C", "C", "C", "C", "C", "C", "C", "C", "C", "C", "C", "C", "C", "C", "C", "H", "H", "H", "H", "H", "H", "H", "H", "H", "H", "H", "H", "H", "H", "H", "H", "H", "H", "H", "H", "H", "H", "H", "H", "H", "H", "H", "H", "H", "N", "C", "C", "C", "C", "C", "C", "P", "C", "C", "C", "C", "C", "C", "C", "C", "C", "C", "C", "C", "H", "H", "H", "H", "H", "H", "H", "H", "H", "H", "H", "H", "H", "H", "H", "H", "O"],
  "positions_angstrom": [[0.4022, 0.6918, -1.6436], [1.1401, -2.2187, -1.2689], [0.8789, -2.0510, 0.1759], [1.8956, -1.2153, 0.6963], [2.7466, -0.9236, -0.3806], [2.2929, -1.5824, -1.6017], [3.0903, -1.7406, -2.8792], [2.1586, -1.8821, -4.0836], [4.0463, -0.5661, -3.1079], [3.9353, -3.0180, -2.7331], [2.1718, -0.6396, 2.0872], [2.2105, -1.7181, 3.1781], [1.1428, 0.4470, 2.4393], [3.5518, 0.0355, 2.1299], [-0.1747, -2.9372, 0.8378], [0.5393, -4.1477, 1.4662], [-1.1572, -3.5174, -0.1937], [-1.0315, -2.1996, 1.8726], [0.5340, -2.8035, -1.9401], [3.6553, -0.3493, -0.3100], [1.5806, -0.9687, -4.2255], [1.4656, -2.7167, -3.9558], [2.7425, -2.0744, -4.9867], [3.5040, 0.3740, -3.1808], [4.6047, -0.7250, -4.0336], [4.7746, -0.4887, -2.2960], [3.2978, -3.8951, -2.6036], [4.5950, -2.9502, -1.8649], [4.5538, -3.1651, -3.6213], [1.2389, -2.1544, 3.3924], [2.5781, -1.2840, 4.1115], [2.8908, -2.5213, 2.8899], [0.1378, 0.0402, 2.4051], [1.2403, 1.2854, 1.7492], [1.3275, 0.8035, 3.4594], [4.3554, -0.6733, 1.9196], [3.7170, 0.4480, 3.1269], [3.6220, 0.8567, 1.4152], [1.0925, -4.6927, 0.6988], [-0.1946, -4.8263, 1.9085], [1.2460, -3.8579, 2.2383], [-0.6581, -4.1784, -0.9012], [-1.6771, -2.7442, -0.7597], [-1.9117, -4.1076, 0.3290], [-0.4807, -1.8937, 2.7574], [-1.8434, -2.8483, 2.2098], [-1.4842, -1.3115, 1.4301], [0.4024, 3.0256, -1.7573], [-0.2598, 3.8439, -0.7906], [-0.1910, 5.2282, -0.8519], [-0.8420, 6.0064, 0.0916], [-1.5667, 5.3860, 1.0953], [-1.6367, 4.0010, 1.1518], [-0.9846, 3.1974, 0.2148], [-1.0672, 1.3174, 0.2419], [-2.3264, 1.0245, -1.0810], [-2.2782, -0.1392, -1.8567], [-3.1875, -0.3004, -2.9011], [-4.1298, 0.6691, -3.1842], [-4.1849, 1.8249, -2.4112], [-3.2910, 1.9960, -1.3714], [-2.1836, 1.1528, 1.7245], [-1.7550, 1.4675, 3.0156], [-2.6155, 1.4054, 4.0999], [-3.9359, 1.0138, 3.9296], [-4.3790, 0.6885, 2.6577], [-3.5143, 0.7584, 1.5719], [1.3862, 3.2562, -1.8945], [0.1079, 3.2186, -2.7147], [0.3791, 5.6933, -1.6474], [-0.7853, 7.0857, 0.0390], [-2.0873, 5.9767, 1.8379], [-2.2263, 3.5565, 1.9384], [-1.5564, -0.9217, -1.6515], [-3.1543, -1.2071, -3.4923], [-4.8267, 0.5246, -3.9993], [-4.9238, 2.5873, -2.6220], [-3.3375, 2.8979, -0.7737], [-0.7411, 1.7967, 3.1956], [-2.2473, 1.6681, 5.0836], [-4.6069, 0.9631, 4.7770], [-5.4028, 0.3742, 2.4998], [-3.8996, 0.4800, 0.6029], [1.5051, 1.0883, -3.1208]],
  "forces_ev_per_a": [[1.08, -0.04, -0.75], [-0.54, 0.20, 0.49], [-0.35, -0.70, -0.81], [0.98, 0.44, -0.21], [-0.19, -0.19, 0.53], [0.16, 0.16, -0.07], [0.02, 0.14, 0.01], [-0.04, -0.03, 0.00], [0.07, 0.00, 0.07], [-0.06, -0.08, 0.08], [0.06, 0.05, 0.02], [0.00, 0.06, 0.09], [0.46, -0.50, 0.31], [-0.02, 0.00, -0.11], [-0.05, 0.13, 0.00], [0.07, 0.00, 0.05], [0.04, 0.00, -0.07], [-0.02, -0.05, 0.04], [0.03, -0.10, 0.04], [-0.03, 0.06, -0.08], [0.01, 0.01, 0.00], [0.03, -0.02, -0.01], [0.01, 0.01, 0.00], [-0.04, 0.00, -0.01], [0.00, -0.02, 0.00], [0.01, -0.03, -0.02], [0.00, 0.00, -0.01], [0.01, 0.00, -0.01], [0.00, 0.02, -0.01], [0.04, 0.00, -0.01], [0.00, 0.02, 0.00], [0.02, 0.00, 0.02], [0.07, 0.08, -0.07], [-0.08, 0.02, 0.01], [-0.01, 0.03, -0.04], [-0.01, -0.01, 0.00], [0.00, 0.00, 0.01], [-0.01, 0.02, 0.02], [-0.02, -0.01, -0.01], [-0.02, 0.00, -0.01], [-0.04, -0.02, -0.01], [0.00, -0.02, 0.00], [-0.01, 0.03, 0.04], [0.00, 0.00, 0.01], [-0.02, 0.03, -0.05], [0.01, -0.03, -0.01], [-0.02, -0.05, 0.01], [0.42, 0.38, -0.98], [0.03, -0.18, 0.09], [-0.01, 0.06, 0.07], [0.03, -0.02, -0.04], [0.00, -0.03, 0.00], [-0.04, 0.08, -0.03], [-0.04, -0.15, 0.14], [-1.01, 0.82, -0.11], [0.11, 0.24, -0.02], [-0.26, 0.35, 0.08], [0.09, -0.29, -0.06], [-0.02, 0.01, 0.05], [0.03, -0.04, -0.01], [0.04, 0.03, -0.16], [-0.16, -0.17, -0.02], [0.11, 0.11, 0.07], [-0.01, -0.03, 0.03], [0.02, -0.01, -0.08], [0.05, -0.01, 0.06], [0.04, -0.15, 0.07], [0.15, -0.17, 0.76], [-0.73, -0.22, 0.19], [0.00, -0.01, -0.01], [0.00, 0.00, 0.00], [0.00, -0.01, 0.00], [-0.01, -0.02, -0.01], [0.00, 0.00, 0.08], [0.03, 0.02, -0.03], [0.01, 0.00, -0.01], [0.00, 0.00, 0.01], [0.01, 0.00, 0.00], [-0.04, 0.06, -0.08], [0.00, 0.00, 0.00], [0.00, 0.00, 0.00], [0.00, 0.00, 0.00], [0.02, 0.02, -0.04], [-0.46, -0.30, 0.50]]
}